Formula: C34H57CeN4OP2
Source: OMol25
Level of theory: ωB97M-V with the def2-TZVPD basis set

```
99
C34H57CeN4OP2 | OMol25 | ωB97M-V with the def2-TZVPD basis set
C -2.1020 1.4103 -2.1317
C -1.8387 -0.8694 -1.5376
C -3.2270 1.1234 -2.8909
C -3.0374 -1.1736 -2.2172
C -3.7435 -0.1755 -2.8583
H -3.6995 1.9250 -3.4598
H -3.3699 -2.2040 -2.1870
H -4.6807 -0.4056 -3.3487
N -1.4828 0.4503 -1.4038
P -0.6073 2.9957 -0.4286
P 0.3620 -2.7112 -0.3935
C -1.4812 2.8039 -2.0642
H -0.7485 2.9301 -2.8814
H -2.2451 3.5773 -2.2398
C -1.1624 -1.9468 -0.8179
H -1.9397 -2.6450 -0.4653
C 0.7343 -3.9183 -1.8314
C -0.0373 -3.6339 1.2855
C 0.9966 3.9833 -0.7543
C -1.9664 3.8896 0.5258
C 2.2657 -3.8819 -1.9865
H 2.7855 -4.2206 -1.0764
H 2.5808 -4.5251 -2.8234
H 2.5981 -2.8567 -2.1920
C 0.2516 -5.3498 -1.5944
H 0.6864 -5.8188 -0.7041
H -0.8436 -5.3896 -1.5464
H 0.5515 -5.9592 -2.4618
C 0.0303 -3.4222 -3.1005
H 0.3873 -4.0200 -3.9549
H -1.0587 -3.5402 -3.0244
H 0.2456 -2.3634 -3.2961
C 1.2509 -4.3493 1.7358
H 2.0851 -3.6455 1.8705
H 1.0624 -4.8388 2.7043
H 1.5750 -5.1306 1.0325
C -0.4533 -2.5972 2.3438
H 0.2946 -1.8021 2.5067
H -1.4418 -2.1563 2.1328
H -0.5579 -3.1254 3.3052
C -1.1955 -4.6335 1.1698
H -1.0164 -5.4340 0.4475
H -1.3194 -5.1171 2.1523
H -2.1456 -4.1437 0.9236
C -1.4617 4.1447 1.9558
H -2.2253 4.7300 2.4875
H -1.3115 3.2052 2.5037
H -0.5264 4.7167 1.9733
C -3.1981 2.9554 0.5937
H -3.5898 2.7118 -0.4043
H -2.9801 2.0219 1.1374
H -3.9935 3.4849 1.1453
C -2.3917 5.2079 -0.1402
H -3.3040 5.5634 0.3625
H -1.6352 5.9912 -0.0355
H -2.6332 5.0970 -1.2037
C 1.4312 3.8118 -2.2167
H 0.7671 4.3387 -2.9149
H 2.4370 4.2405 -2.3458
H 1.4824 2.7537 -2.5006
C 2.0843 3.4036 0.1733
H 2.3273 2.3592 -0.0737
H 3.0044 3.9921 0.0470
H 1.7984 3.4485 1.2331
C 0.8212 5.4789 -0.4714
H 0.0758 5.9392 -1.1329
H 0.5642 5.6861 0.5755
H 1.7828 5.9769 -0.6732
Ce -0.0512 0.0002 0.4947
C -1.6149 0.7138 2.6711
O -2.2900 0.8300 3.6028
N 1.2638 -0.2421 -1.3628
C 1.4912 -0.7314 -2.4209
C 2.4560 -0.5722 -3.6380
C 2.0971 -1.5237 -4.7703
C 2.3499 0.8590 -4.1355
C 3.8763 -0.8389 -3.1419
H 2.2030 -2.5715 -4.4718
H 1.0724 -1.3459 -5.1108
H 2.7551 -1.3731 -5.6336
H 2.7741 1.5497 -3.4003
H 2.9285 0.9719 -5.0592
H 1.3101 1.1351 -4.3522
H 4.5790 -0.6347 -3.9583
H 4.1163 -0.1741 -2.2981
H 4.0288 -1.8772 -2.8188
N 5.1502 -0.0096 4.5262
C 4.1656 -0.1081 3.6034
C 4.3369 -0.9056 2.4404
C 3.2992 -0.9867 1.5152
N 2.1127 -0.3143 1.6841
C 1.9431 0.4304 2.8194
C 2.9425 0.5755 3.7756
H 6.0265 -0.5010 4.4179
H 5.0314 0.5576 5.3553
H 5.2688 -1.4478 2.2760
H 3.3856 -1.5910 0.6064
H 0.9507 0.9056 2.9406
H 2.7755 1.2039 4.6549
```

Values from the calculation:
energy relative to the best compared isomer or geometry (same formula, charge and spin): 70.5 kJ/mol
charge: +3
E_HOMO (spin up / spin down): -15.592 / -15.861 eV
total energy: -75672.025 eV